Record 1
Molecular formula: C4H11NO
Method: DFT, the ωB97M-V functional and the def2-TZVPD basis

Its strongest force on any atom is 0.14573 hartree/bohr. The highest occupied orbital energy comes out at -8.496 eV. The calculation puts the lowest unoccupied orbital energy at 0.7 eV. The SMILES is C=CN.CCO. As for the net charge: 0. Its total energy is -7861.348 eV.

Geometry (Å):
C (-0.0730, 3.4698, 0.5370)
C (0.3306, 2.1899, 0.3327)
N (1.3135, 1.9424, -0.6079)
H (-0.8863, 3.5980, 1.2682)
H (0.3974, 4.3404, 0.2563)
H (-0.0348, 1.4188, 0.8638)
H (1.9636, 2.5602, -0.7736)
H (1.8314, 1.1557, -0.1986)
C (-1.4404, -1.3892, -0.1435)
C (-0.2999, -2.4459, -0.6277)
O (0.2097, -3.2580, 0.4126)
H (-2.1569, -1.1231, -0.8993)
H (-1.0660, -0.5382, 0.3356)
H (-1.8072, -1.9667, 0.7238)
H (-0.8598, -3.3090, -1.1432)
H (0.3018, -1.8896, -1.2690)
H (0.3408, -2.7264, 1.1991)

Record 2
Molecular formula: CH4O3
Method: DFT, the ωB97M-V functional and the def2-TZVPD basis

Its strongest force on any atom is 0.03934 hartree/bohr. The highest occupied orbital energy comes out at -11.048 eV. The calculation puts the lowest unoccupied orbital energy at 0.6 eV. The SMILES is O=CO.O. As for the net charge: 0. Its total energy is -7244.018 eV.

Geometry (Å):
O (1.0077, 0.8643, 0.7209)
C (1.5679, 0.2731, -0.1404)
O (1.4020, 0.5453, -1.4778)
H (2.4180, -0.4180, 0.0672)
H (0.4634, 0.8006, -1.4876)
O (-2.3851, -0.2606, 0.7674)
H (-1.8448, -0.8053, 1.3608)
H (-2.6292, -0.9994, 0.1896)

Record 3
Molecular formula: C4H5FO4S
Method: DFT, the ωB97M-V functional and the def2-TZVPD basis

Its strongest force on any atom is 0.18660 hartree/bohr. The highest occupied orbital energy comes out at -11.326 eV. The calculation puts the lowest unoccupied orbital energy at -1.4 eV. The SMILES is O=C1OCC[C@@H]1S(=O)(=O)F. As for the net charge: 0. Its total energy is -25966.355 eV.

Geometry (Å):
O (-0.2239, 2.7554, 0.6893)
C (-0.5406, 1.5141, 0.2684)
O (-1.9249, 0.9759, 0.4825)
C (-1.8349, -0.4998, 0.3538)
C (-0.5778, -0.7463, -0.7216)
C (0.4820, 0.4902, -0.5318)
S (2.0015, -0.1712, 0.3412)
O (1.8404, 0.0712, 1.8684)
O (2.2992, -1.6847, 0.0482)
F (3.4378, 0.6842, -0.1729)
H (-1.7471, -1.1003, 1.3772)
H (-2.7110, -1.0531, -0.2392)
H (-1.0300, -0.5365, -1.7833)
H (-0.2470, -1.8504, -0.5127)
H (0.7763, 1.1513, -1.4676)

Record 4
Molecular formula: C6H15NP
Method: DFT, the ωB97M-V functional and the def2-TZVPD basis

Its strongest force on any atom is 0.09429 hartree/bohr. The highest occupied orbital energy (spin up / spin down) comes out at -12.761 / -12.762 eV. The calculation puts the lowest unoccupied orbital energy (spin up / spin down) at -6.2 / -6.2 eV. As for the net charge: +1. Its total energy is -17233.222 eV.

Geometry (Å):
C (-1.1432, -1.1237, 1.0005)
C (-0.0998, -0.6152, 0.0594)
C (-2.4047, -1.6457, 2.9427)
C (1.5665, 2.1253, -0.8456)
C (0.8723, 0.8061, -2.8518)
C (1.8118, 0.9261, -1.7155)
N (-1.0662, -1.2247, 2.4148)
P (1.5545, -0.6144, -0.5655)
H (-2.0145, -0.3953, 0.7102)
H (-1.5860, -2.2376, 0.7507)
H (-2.4404, -2.6920, 2.6692)
H (-0.6109, -0.7833, -0.9008)
H (-3.2299, -1.0072, 2.6376)
H (-2.3375, -1.6060, 4.0498)
H (1.8395, 3.1009, -1.4689)
H (0.5575, 2.2471, -0.6807)
H (2.1888, 2.2125, 0.1425)
H (-0.1002, 1.3230, -2.6187)
H (0.6741, -0.2216, -3.1555)
H (1.3758, 1.1974, -3.7231)
H (2.7499, 0.9478, -2.2523)
H (-0.5751, -0.4164, 2.9072)
H (2.4177, -0.3032, 0.4937)

Record 5
Molecular formula: C4H8N2O
Method: DFT, the ωB97M-V functional and the def2-TZVPD basis

Its strongest force on any atom is 0.01354 hartree/bohr. The highest occupied orbital energy comes out at -9.392 eV. The calculation puts the lowest unoccupied orbital energy at 1.0 eV. The SMILES is N[C@H]1CC/C1=N\O. As for the net charge: 0. Its total energy is -9302.967 eV.

Geometry (Å):
N (-2.1451, -0.1519, 0.1635)
C (-0.7614, -0.5375, 0.3376)
C (-0.0216, -1.0513, -0.9228)
C (1.2547, -0.3095, -0.4587)
C (0.3390, 0.5030, 0.4146)
N (0.4180, 1.6843, 0.8628)
O (1.6983, 2.1720, 0.5593)
H (-2.6800, -0.9919, -0.0464)
H (-2.5183, 0.2151, 1.0335)
H (-0.5894, -1.2534, 1.1620)
H (-0.4523, -0.5626, -1.8023)
H (0.0350, -2.1307, -1.0756)
H (1.8337, 0.2546, -1.1914)
H (1.9286, -0.9360, 0.1344)
H (1.6607, 3.0958, 0.8296)

Record 6
Molecular formula: C17H32NO2P2Zr
Method: DFT, the ωB97M-V functional and the def2-TZVPD basis

Its strongest force on any atom is 0.03912 hartree/bohr. The highest occupied orbital energy (spin up / spin down) comes out at -18.017 / -18.017 eV. The calculation puts the lowest unoccupied orbital energy (spin up / spin down) at -11.0 / -11.0 eV. As for the net charge: +3. Its total energy is -43565.156 eV.

Geometry (Å):
Zr (0.3830, 0.8808, -0.3661)
P (2.2897, -0.7029, 0.3834)
C (2.4330, -0.9790, -1.4578)
C (1.1540, -1.4622, -2.1169)
N (0.0186, -0.8278, -1.7032)
C (-1.2013, -1.2446, -2.1346)
C (-1.2870, -2.2021, -3.1325)
C (-0.1284, -2.7321, -3.6841)
C (1.1011, -2.3738, -3.1527)
C (-2.4398, -0.6615, -1.4955)
P (-2.1784, 0.9469, -0.6271)
H (2.0478, -2.7791, -3.5252)
H (-2.2830, -2.4793, -3.4815)
H (-0.1919, -3.4366, -4.5154)
H (-3.2089, -0.5079, -2.2694)
H (-2.8544, -1.3677, -0.7508)
H (2.7331, 0.0101, -1.8967)
H (3.2497, -1.6986, -1.5858)
H (0.6531, 3.3970, -1.5174)
O (1.2861, 2.5228, -1.4958)
H (1.8329, 2.4478, -2.2940)
H (-0.3255, 4.1037, -0.0989)
O (-0.4659, 4.1866, -1.0703)
H (-0.5135, 5.1512, -1.2475)
C (-2.6517, 2.1216, -1.9354)
H (-3.6835, 1.9031, -2.2323)
H (-2.5786, 3.1493, -1.5622)
H (-2.0000, 2.0210, -2.8114)
C (-3.5546, 1.0467, 0.5250)
H (-3.4178, 1.9161, 1.1812)
H (-4.5083, 1.1532, -0.0130)
H (-3.5965, 0.1524, 1.1602)
C (2.0746, -2.3569, 1.0687)
H (2.9952, -2.9301, 0.8856)
H (1.8775, -2.2812, 2.1478)
H (1.2209, -2.8648, 0.6026)
C (3.9641, -0.2533, 0.8938)
H (3.9293, 0.0249, 1.9567)
H (4.6325, -1.1143, 0.7480)
H (4.3266, 0.6089, 0.3180)
C (1.1828, -0.7933, 4.6367)
C (-0.0823, -0.0500, 4.2050)
C (-1.3213, -0.8022, 4.6868)
C (-0.0686, 1.3735, 4.7646)
C (-0.1203, 0.0663, 2.7653)
C (-0.2119, 0.3632, 1.5724)
H (1.2426, -0.8112, 5.7326)
H (2.0715, -0.2884, 4.2396)
H (1.1692, -1.8230, 4.2617)
H (-1.3316, -0.8414, 5.7819)
H (-2.2403, -0.3135, 4.3465)
H (-1.3243, -1.8268, 4.3032)
H (0.8178, 1.9112, 4.4120)
H (-0.9506, 1.9350, 4.4349)
H (-0.0503, 1.3557, 5.8603)

Record 7
Molecular formula: C5H11BN
Method: DFT, the ωB97M-V functional and the def2-TZVPD basis

Its strongest force on any atom is 0.12109 hartree/bohr. The highest occupied orbital energy comes out at -14.364 eV. The calculation puts the lowest unoccupied orbital energy at -3.9 eV. As for the net charge: +1. Its total energy is -7519.386 eV.

Geometry (Å):
B (0.6251, -1.6163, -0.5444)
C (0.8582, 0.8057, -1.3272)
C (-0.2388, 1.2278, -0.7113)
C (1.5468, -0.4960, -1.2549)
C (-1.2056, -0.9120, 0.0294)
C (-0.4122, 0.5546, 1.7405)
N (-0.9178, 0.5204, 0.3624)
H (0.9155, -2.6698, -0.2388)
H (1.3939, 1.3702, -2.0378)
H (-0.5877, 2.1308, -0.9474)
H (2.3487, -0.5060, -0.6300)
H (1.7428, -0.8842, -2.2342)
H (-1.8506, -1.2142, -0.8412)
H (-1.5371, -1.5838, 0.8079)
H (-1.0446, 0.0103, 2.5683)
H (0.5459, 0.0438, 1.5548)
H (-0.0535, 1.5737, 2.0202)
H (-1.8677, 1.1303, 0.4135)

Record 8
Molecular formula: C3H16Cl3N2O2
Method: DFT, the ωB97M-V functional and the def2-TZVPD basis

Its strongest force on any atom is 0.03952 hartree/bohr. The highest occupied orbital energy (spin up / spin down) comes out at -4.050 / -9.140 eV. As for the multiplicity: 2. The calculation puts the lowest unoccupied orbital energy (spin up / spin down) at -0.2 / -0.3 eV. As for the net charge: 0. Its total energy is -48010.140 eV.

Geometry (Å):
N (2.0565, 23.3841, -20.4867)
H (1.7774, 23.9805, -19.7209)
H (1.8489, 22.4060, -20.3441)
H (3.0505, 23.4906, -20.6308)
H (1.6117, 23.6860, -21.3417)
N (-0.1778, 20.5899, -22.7976)
H (-0.7084, 19.7316, -22.7515)
H (0.4515, 20.4629, -23.5772)
H (0.2710, 20.8619, -21.9346)
H (-0.7125, 21.3728, -23.1458)
Cl (0.4907, 20.6536, -19.7698)
C (-1.0832, 20.0278, -16.1561)
C (-0.3871, 18.7777, -16.5802)
O (0.9944, 19.1115, -16.8807)
O (-1.5010, 20.8033, -17.2697)
H (-0.5219, 20.6218, -15.4348)
H (-1.9186, 19.7134, -15.5304)
H (-0.9201, 18.3948, -17.4505)
H (-0.3034, 17.9722, -15.8507)
H (1.0967, 19.2718, -17.8216)
H (-0.7649, 20.9881, -17.8576)
C (3.2628, 18.5360, -21.7968)
Cl (4.4688, 18.1680, -20.5391)
Cl (2.2816, 17.1638, -22.3875)
H (2.5364, 19.2171, -21.3534)
H (3.7761, 18.9698, -22.6550)